(1)
Formula: C31H26BrNP2PdS2
Source: the Open Molecules 2025 dataset
Level of theory: ωB97M-V with the def2-TZVPD basis set

Summary:
LUMO (alpha / beta): -0.93 / -1.02 eV
maximum force: 2.5 eV Å⁻¹
energy: -5432.603169 Ha
charge: 0

Each line ends with the natural charge from an NBO analysis.
Atoms and positions in Å:
C1 2.9751 -3.0730 2.2277  -0.23
H1 4.0538 -3.0280 2.2446  0.21
C2 0.2061 -3.2322 2.1510  -0.20
H2 2.7841 -1.7243 0.5630  0.22
H3 1.1164 2.4701 4.4462  0.21
H4 6.1394 -0.7407 -1.6889  0.23
C3 0.8821 -2.4304 1.2427  -0.42
H5 -1.9633 1.0504 -2.5946  0.21
C4 0.1316 4.1656 3.5759  -0.20
C5 -4.9122 1.2041 -0.9182  -0.22
C6 4.6737 0.1042 -2.9848  -0.04
C7 0.7018 0.1743 0.2216  -0.98
Pd1 -0.1421 0.0351 -2.1514  0.43
H6 -3.9120 -1.2408 2.7612  0.21
C8 -0.2619 2.5553 1.3663  -0.42
H7 -2.7237 1.7183 1.6099  0.23
C9 -4.0167 1.0406 -1.9632  -0.21
H8 -1.2596 4.2311 0.4937  0.22
H9 3.2121 -0.2914 -6.0243  0.23
H10 -2.1981 -2.0159 -1.8249  0.24
H11 -0.9027 5.6813 2.4730  0.21
C10 0.5877 2.8583 3.5880  -0.20
C11 2.2706 -2.3553 1.2816  -0.11
H12 -5.4751 -1.7754 0.9292  0.21
H13 6.8037 0.2753 -2.9746  0.22
N1 2.2953 0.2029 -2.8431  -0.46
C12 -0.7421 3.8571 1.3659  -0.12
C13 -2.5819 -1.8570 -0.8138  -0.21
H14 2.8441 -4.4108 3.8990  0.21
C14 -2.1855 1.3800 -0.4343  -0.36
C15 3.3294 -0.1396 -4.9646  -0.27
C16 -3.9400 -1.9217 -0.5562  -0.20
H15 -4.3781 0.8528 -2.9641  0.21
P1 -0.3663 1.5126 -0.1215  1.25
C17 0.3911 2.0543 2.4817  -0.19
H16 0.3820 -4.5173 3.8392  0.21
C18 -2.6567 1.1259 -1.7260  -0.20
C19 5.9838 0.1689 -2.2703  -0.63
H17 -1.4952 -1.0461 2.2926  0.22
H18 -0.8707 -3.3125 2.1110  0.23
S1 0.5296 -2.3237 -1.8050  -0.47
C20 0.9164 -3.9199 3.1174  -0.20
H19 0.7493 1.0324 2.4613  0.23
P2 0.0789 -1.4323 -0.0509  1.26
H20 5.9949 1.0124 -1.5824  0.23
C21 -2.1895 -1.3352 1.5126  -0.23
C22 -3.0885 1.5374 0.6078  -0.22
H21 -5.9735 1.1319 -1.0977  0.21
H22 5.4649 -0.1831 -4.9691  0.22
C23 -4.4163 -1.7230 0.7296  -0.20
H23 -4.6270 -2.1285 -1.3624  0.21
C24 4.5769 -0.0839 -4.3604  -0.16
H24 0.3083 4.8035 4.4283  0.21
C25 -4.4461 1.4512 0.3608  -0.16
Br1 0.4284 0.0008 -4.8333  0.09
H25 -5.1370 1.5732 1.1806  0.21
C26 2.2289 0.0159 -4.1467  0.17
C27 -3.5437 -1.4207 1.7623  -0.21
C28 -0.5464 4.6610 2.4735  -0.23
S2 0.3627 2.5306 -1.6863  -0.47
C29 -1.7095 -1.5904 0.2327  -0.32
C30 3.4843 0.2413 -2.2724  0.06
H26 3.4754 0.3961 -1.1999  0.22
C31 2.2981 -3.8531 3.1529  -0.20

Forces on atoms 1 to 2 (eV/Å):
C 0.2 -0.1 0.0
H 0.1 0.0 0.0

***

(2)
Formula: C4H7N2O
Source: the Open Molecules 2025 dataset
Level of theory: ωB97M-V with the def2-TZVPD basis set

Summary:
ΔE to the lowest compared entry with this formula, charge and spin: 83.95 kcal per mole
LUMO: -4.99 eV
SMILES: CCc1nc[nH+]o1
maximum force: 7.3 eV Å⁻¹
energy: -341.002455 Ha
charge: +1

Each line ends with the natural charge from an NBO analysis.
Atoms and positions in Å:
N1 -0.1337 1.9051 -0.6021  -0.37
C1 -1.0452 -0.6945 -0.4986  -0.55
H1 0.4062 -2.2947 -0.6111  0.23
C2 0.8490 2.3583 0.0659  0.22
O1 0.8331 0.2627 0.7946  -0.20
C3 -0.5842 -2.1179 -0.2007  -0.61
H2 1.1963 3.3763 -0.0046  0.27
H3 2.2167 1.5665 1.5617  0.46
C4 -0.1216 0.3093 -0.0441  0.70
H4 -1.2335 -0.5150 -1.5632  0.30
H5 -1.2687 -2.8264 -0.6579  0.25
H6 -2.0119 -0.4988 -0.0063  0.31
N2 1.4564 1.4798 0.8968  -0.24
H7 -0.5589 -2.3106 0.8694  0.23

Forces on atoms 1 to 2 (eV/Å):
N -1.0 -5.3 0.9
C -0.3 -0.9 0.1

***

(3)
Formula: C11H16S
Source: the Open Molecules 2025 dataset
Level of theory: ωB97M-V with the def2-TZVPD basis set

Summary:
ΔE to the lowest compared entry with this formula, charge and spin: 12.07 kcal per mole
LUMO: 0.89 eV
SMILES: C1CCSCC1.c1ccccc1
maximum force: 1.6 eV Å⁻¹
energy: -826.914559 Ha
charge: 0

Each line ends with the natural charge from an NBO analysis.
Atoms and positions in Å:
C1 1.4773 1.4473 -0.1594  -0.42
H1 -2.2160 -0.4207 1.2606  0.22
H2 -0.4345 -2.8509 -1.8331  0.23
H3 -0.7004 -0.9781 -3.4575  0.22
C2 0.9323 -0.8289 1.7847  -0.54
C3 -2.0311 0.5047 -0.6873  -0.17
H4 -2.4819 1.4522 -0.3638  0.21
H5 0.7830 2.6423 1.5072  0.21
H6 1.9228 -0.0474 -1.6909  0.22
C4 -1.3094 -1.7475 -0.1894  -0.22
H7 -1.7241 1.1735 -2.7228  0.22
C5 1.0972 0.6230 2.2224  -0.41
H8 0.4882 0.7937 3.1309  0.20
H9 2.5475 1.6458 0.0427  0.20
H10 1.2403 -1.5277 2.5861  0.23
C6 1.3378 0.0505 -0.7562  -0.56
C7 -1.6070 0.3488 -2.0075  -0.24
H11 -0.1265 -1.0415 1.5412  0.22
H12 1.1320 2.1902 -0.9040  0.21
H13 2.1570 0.7988 2.4897  0.20
C8 -0.8853 -1.9034 -1.5096  -0.21
C9 0.6714 1.6071 1.1312  -0.40
C10 -1.8823 -0.5434 0.2217  -0.25
H14 -0.3999 1.4452 0.9041  0.20
H15 -1.1923 -2.5722 0.5259  0.23
C11 -1.0341 -0.8553 -2.4187  -0.23
H16 0.2788 -0.1626 -0.9981  0.24
S1 1.9592 -1.2435 0.3500  0.18

Forces on atoms 1 to 2 (eV/Å):
C 0.3 0.2 -0.1
H 0.1 0.0 -0.5

***

(4)
Formula: C25H41Cl3N3O3ScSi
Source: the Open Molecules 2025 dataset
Level of theory: ωB97M-V with the def2-TZVPD basis set

Summary:
ΔE to the lowest compared entry with this formula, charge and spin: 0.00 kcal per mole
LUMO: 0.21 eV
maximum force: 2.6 eV Å⁻¹
energy: -3798.289774 Ha
charge: 0

Each line ends with the Mulliken charge.
Atoms and positions in Å:
O1 -1.2941 -0.4040 -0.1397  0.31
C1 -0.0434 -0.5343 6.5227  -0.89
C2 1.2131 0.5144 -2.9166  0.90
H1 -1.2736 4.8360 1.6108  0.35
O2 -0.4422 1.3870 2.3940  -0.71
H2 -2.2622 1.3675 -0.5281  0.32
N1 -2.9157 -0.1567 -1.7539  0.27
H3 -2.1444 -1.9161 -2.6679  0.01
Si1 0.9336 -3.3819 -2.6684  0.31
N2 -0.7165 -0.7227 4.2266  0.33
Cl1 1.7306 -1.9636 2.8574  -0.37
H4 2.3953 3.6026 1.3438  0.33
C3 0.4219 2.3115 2.3966  0.04
C4 1.4887 -0.7964 -3.6401  -0.64
Cl2 1.6475 0.3391 0.5992  -0.35
O3 0.6624 -1.8697 -3.1479  -0.27
H5 -1.5515 -0.9910 8.0103  0.36
H6 -2.9482 0.8117 -3.6465  0.28
C5 -0.6949 -4.2787 -2.6315  -0.92
C6 -2.3084 -1.1133 5.9784  -0.78
C7 0.2142 -0.4409 5.1501  -0.14
Cl3 -1.3191 -2.7030 1.4896  -0.56
H7 0.4916 4.2435 -2.1106  0.64
H8 0.8779 -3.3029 -0.1762  0.05
H9 2.2588 -2.3878 -0.7658  0.21
C8 -0.1010 0.9495 -2.7682  0.43
C9 2.0928 -1.6516 -5.9563  -1.76
H10 1.6189 5.1189 1.9181  0.32
H11 1.0221 0.1794 -7.7803  0.35
H12 -0.5797 -0.5502 -7.5007  0.28
H13 -0.9064 0.2535 -3.0136  0.56
H14 -0.5357 -5.3155 -2.2988  0.39
H15 1.6913 -4.3746 -4.8238  0.29
C10 -1.3285 -0.8859 6.9480  -0.09
H16 1.2119 -0.2020 4.7825  0.42
H17 2.8412 -2.1918 -5.3576  0.31
C11 2.1058 -4.2947 -3.8083  -1.17
N3 0.3102 3.4517 1.7205  0.25
H18 -3.3341 -1.3727 6.2410  0.37
H19 -0.8919 4.0141 0.0917  0.15
H20 2.8393 3.4154 -2.1653  0.41
C12 1.4842 4.2207 1.2978  -0.82
C13 2.2695 1.3719 -2.5980  -0.50
C14 0.6880 3.1732 -2.2458  -0.86
H21 -2.6747 -1.2750 3.8341  0.35
C15 -1.9518 -1.0461 4.6207  -0.15
H22 -3.9132 -1.6993 -2.7054  0.35
H23 -4.5393 0.4172 -2.9530  0.35
H24 1.3578 2.1743 2.9709  0.51
Sc1 0.0347 -0.6758 1.7628  0.56
C16 1.6607 -3.2867 -0.9474  -0.80
H25 2.6237 -1.1346 -6.7779  0.47
C17 -2.1221 0.2916 -0.7533  -0.44
H26 -0.2131 0.7956 -5.0733  0.41
H27 -3.1051 -2.1748 -1.1675  0.34
H28 3.2826 0.9687 -2.6117  0.41
H29 3.0909 -3.8083 -3.8976  0.31
H30 1.3366 4.5716 0.2646  0.23
H31 -1.1327 -4.2976 -3.6395  0.26
C18 -0.9799 3.8690 1.1777  -0.70
H32 -1.4023 -3.8174 -1.9353  0.15
H33 -3.5743 1.7716 -2.2749  0.32
C19 2.0095 2.7123 -2.3179  -0.85
H34 -1.4038 2.6299 -2.3002  0.39
H35 -1.7149 3.1011 1.4158  0.20
H36 1.4090 -2.3932 -6.4080  0.24
C20 0.4021 0.1545 -5.6983  0.23
C21 0.1167 0.2387 -7.1611  -1.54
H37 2.2843 -5.3068 -3.4324  0.41
H38 -0.3718 1.2086 -7.3484  0.39
H39 2.5364 -1.0603 -3.4611  0.58
C22 -3.0175 -1.5799 -2.0842  -0.71
H40 2.3087 -4.1574 -0.7770  0.46
H41 0.7778 -0.3491 7.2101  0.37
C23 -3.5300 0.7666 -2.7101  -0.85
C24 -0.3696 2.2775 -2.4154  -1.37
C25 1.3020 -0.6715 -5.1377  0.69

Forces on atoms 1 to 2 (eV/Å):
O -1.2 1.0 -0.6
C -0.1 0.0 -0.5

***

(5)
Formula: C6H5NOS
Source: the Open Molecules 2025 dataset
Level of theory: ωB97M-V with the def2-TZVPD basis set

Summary:
ΔE to the lowest compared entry with this formula, charge and spin: 0.00 kcal per mole
LUMO: 0.21 eV
SMILES: c1cc2c(cn1)CSO2
maximum force: 2.9 eV Å⁻¹
energy: -759.766980 Ha
charge: 0

Each line ends with the natural charge from an NBO analysis.
Atoms and positions in Å:
N1 2.1327 -0.2204 -0.1332  -0.43
H1 1.2017 -2.1568 -0.1848  0.20
H2 0.3094 2.8023 0.0944  0.25
C1 0.6555 1.7003 0.0287  -0.31
H3 -1.7625 -2.1752 -0.5323  0.24
H4 2.7361 1.6650 0.0277  0.19
S1 -2.7990 -0.1735 -0.2095  0.48
C2 1.0518 -1.0194 -0.1645  0.07
C3 -0.4443 0.8268 -0.0864  0.34
C4 -0.2219 -0.5272 -0.0465  -0.17
C5 1.9121 1.0686 0.0346  0.05
O1 -1.7290 1.2495 -0.1347  -0.58
C6 -1.4636 -1.3674 0.1544  -0.54
H5 -1.5790 -1.6725 1.1522  0.22

Forces on atoms 1 to 2 (eV/Å):
N -0.5 -1.1 0.1
H 0.0 1.8 -0.1

***

(6)
Formula: C16H26ClN4O4PS2
Source: the Open Molecules 2025 dataset
Level of theory: ωB97M-V with the def2-TZVPD basis set

Summary:
LUMO: -0.88 eV
maximum force: 1.0 eV Å⁻¹
energy: -2743.261567 Ha
charge: 0

Each line ends with the natural charge from an NBO analysis.
Atoms and positions in Å:
H1 -3.1929 -1.3272 1.4610  0.22
C1 0.0740 -0.6755 1.7156  -0.50
O1 2.7508 6.7965 -3.1857  -0.62
C2 -3.2540 -1.1707 -2.0124  -0.61
N1 1.8959 2.4290 2.3613  -0.60
C3 -1.2780 -1.3154 -0.3916  -0.44
C4 -0.2167 0.8895 -0.1531  -0.24
H2 -4.0605 -2.3117 0.2578  0.20
H3 -2.4505 -1.3800 -2.7168  0.22
H4 4.2751 8.4767 0.3777  0.19
C5 0.8884 0.3387 2.3217  0.19
H5 1.9436 5.7943 -0.7797  0.21
H6 -2.7086 0.2653 -0.5362  0.20
C6 -0.4469 -0.3914 0.4669  0.09
C7 0.7753 -5.7268 -0.8584  -0.42
C8 -1.3442 -4.9418 -1.6883  0.52
O2 -1.3283 -3.0612 1.9590  -0.99
H7 1.0911 -6.1248 -1.8225  0.22
H8 3.6762 5.5238 -0.9481  0.22
H9 3.4298 9.5555 -0.7430  0.21
H10 -1.2562 -2.3371 -0.0439  0.22
N2 -0.6759 -5.6806 -0.7762  -0.44
H11 3.1048 8.7436 -2.7177  0.10
Cl1 0.7663 3.3641 -0.3493  0.05
H12 -4.5331 -0.6374 0.5675  0.21
S1 2.3218 1.6291 3.6840  0.99
H13 -3.8311 -0.3402 -2.4240  0.21
N3 3.0806 7.5299 -1.0661  -0.43
H14 -2.4392 -4.9674 -1.5490  0.11
C9 -2.7289 -0.8253 -0.6066  -0.21
H15 -3.9275 -2.0288 -1.9885  0.20
C10 2.9722 7.6951 -2.3992  0.53
H16 -0.6497 1.0778 -1.1267  0.23
H17 -0.7975 -1.3277 -1.3741  0.23
H18 3.0337 6.2211 0.5572  0.21
N4 1.5578 0.2511 3.4736  -0.62
S2 -0.3733 -2.0616 4.5239  -0.52
H19 -2.4298 -6.2840 0.1743  0.22
C11 0.5129 1.8525 0.4202  0.00
H20 1.1972 -4.7252 -0.7617  0.20
O3 1.1645 -3.0870 2.2082  -0.99
H21 -1.0371 -6.1022 1.2562  0.19
H22 -1.1412 -7.4967 0.1743  0.20
C12 -3.6818 -1.3158 0.4874  -0.60
C13 2.9248 6.1901 -0.5237  -0.41
C14 -1.3551 -6.4304 0.2631  -0.41
H23 1.4984 -2.8562 1.3316  0.50
H24 1.1573 -6.3597 -0.0615  0.21
O4 -0.8141 -4.2923 -2.5661  -0.62
C15 3.3433 8.6347 -0.1695  -0.40
P1 -0.1313 -2.2317 2.6347  1.82
H25 2.5322 8.7491 0.5526  0.20
C16 1.1055 1.6001 1.6813  0.03
H26 -0.9903 -3.7939 1.4288  0.51

Forces on atoms 1 to 2 (eV/Å):
H 0.0 -0.1 0.0
C -0.3 -0.2 -0.5

***

(7)
Formula: C8H13N3O
Source: the Open Molecules 2025 dataset
Level of theory: ωB97M-V with the def2-TZVPD basis set

Summary:
2S+1: 3
LUMO (alpha / beta): -6.56 / -10.41 eV
maximum force: 4.6 eV Å⁻¹
energy: -551.271769 Ha
charge: +2

Each line ends with the natural charge from an NBO analysis.
Atoms and positions in Å:
H1 -0.2709 5.3295 0.0898  0.28
H2 -1.8850 3.9894 -1.2021  0.25
C1 0.6236 3.5763 0.8699  -0.08
C2 0.7509 2.1266 0.7775  -0.29
N1 -0.8969 2.1343 -0.8944  -0.49
H3 1.4255 4.1590 1.4400  0.27
C3 -0.3324 4.1958 0.0921  -0.25
C4 -0.6740 -1.2609 0.2270  -0.23
H4 -1.4009 1.7151 -1.7070  0.43
C5 -0.6391 -2.7870 0.2377  0.29
H5 1.1105 -1.9209 -1.6109  0.43
H6 0.5832 -4.4476 1.2267  0.44
C6 -1.1618 3.4037 -0.7036  0.08
C7 0.1460 -0.5879 -0.5891  0.16
N2 0.8445 -0.9410 -1.6901  -0.59
H7 -1.4564 -3.2770 0.7715  0.22
H8 0.4548 -3.1230 2.4097  0.47
H9 0.8503 -0.3243 -2.4760  0.44
H10 -1.0148 -0.8881 1.1787  0.24
H11 1.3819 1.7169 1.4606  0.24
C8 0.0211 1.4910 -0.2246  0.24
O1 -0.1146 -3.3915 -0.9079  -0.71
N3 0.5705 -3.4194 1.3452  -0.80
H12 -0.3864 -4.3167 -1.0261  0.53
H13 1.4704 -3.1526 0.9054  0.44

Forces on atoms 1 to 2 (eV/Å):
H -1.0 -1.6 -0.2
H -1.1 -0.4 -1.1